No. 1
{"formula": "C20H27NO6SSiW", "method": "wB97M-V/def2-TZVPD", "species": ["W", "S", "Si", "O", "O", "O", "O", "O", "O", "N", "C", "C", "C", "C", "C", "C", "C", "C", "C", "C", "C", "C", "C", "C", "C", "C", "C", "C", "C", "C", "H", "H", "H", "H", "H", "H", "H", "H", "H", "H", "H", "H", "H", "H", "H", "H", "H", "H", "H", "H", "H", "H", "H", "H", "H", "H", "H"], "positions_angstrom": [[0.009, -0.020, 1.491], [2.547, -0.127, -0.449], [-2.589, -1.038, 0.479], [0.602, -1.198, 3.229], [2.339, 2.642, 3.427], [1.313, -0.882, 0.212], [1.459, 1.200, 1.960], [-0.737, 1.055, 3.324], [0.471, -1.544, 5.429], [-1.329, 0.285, 0.203], [-0.057, 2.350, 3.366], [0.213, -0.871, 4.359], [3.870, -1.215, 0.027], [1.977, -1.711, -2.632], [-1.298, 1.609, -3.272], [0.038, 3.035, -1.880], [2.598, 0.614, -3.013], [-0.270, 2.247, -0.781], [-3.473, -0.673, 2.082], [-0.686, 0.321, 4.549], [2.491, 0.412, -4.383], [-1.606, 0.808, -2.183], [-1.412, -2.487, 0.680], [2.349, -0.454, -2.160], [1.388, 2.119, 2.949], [-0.477, 2.719, -3.127], [1.858, -1.890, -3.997], [-3.853, -1.197, -0.864], [2.122, -0.833, -4.866], [-1.083, 1.126, -0.933], [-2.225, -0.061, -2.326], [1.011, -2.336, 5.249], [-1.687, -0.056, 4.778], [-0.350, 0.937, 5.382], [3.969, -1.151, 1.109], [1.779, -2.525, -1.947], [0.090, 2.542, 0.199], [-1.710, 1.363, -4.242], [-0.139, 2.784, 4.358], [-0.257, 3.343, -3.982], [-2.949, -1.103, 2.941], [-4.305, -0.231, -1.094], [-1.067, -2.817, -0.302], [0.658, 3.913, -1.753], [2.692, 1.224, -5.066], [3.654, -2.229, -0.300], [-4.641, -1.837, -0.457], [-0.471, -2.381, 1.250], [-3.587, 0.399, 2.257], [1.572, -2.854, -4.393], [-0.575, 2.981, 2.645], [-1.943, -3.301, 1.179], [-3.503, -1.655, -1.787], [2.038, -0.989, -5.933], [4.773, -0.837, -0.453], [2.871, 1.583, -2.615], [-4.474, -1.108, 2.075]], "lowdin_charge": [1.6248, 1.0777, 0.4844, -0.0134, 0.1992, -0.6352, -0.2293, -0.2519, 0.2510, -0.2270, -0.0204, -0.4180, -0.1848, -0.0629, -0.0411, -0.0591, -0.0767, -0.0536, -0.1631, -0.0338, -0.0446, -0.0180, -0.1516, -0.4138, -0.5269, -0.0586, -0.0420, -0.1530, -0.0338, -0.3122, 0.0833, 0.1849, 0.1639, 0.1677, 0.0716, 0.1164, 0.0942, 0.1209, 0.1516, 0.1194, 0.0213, 0.0596, 0.0569, 0.1208, 0.1220, 0.0744, 0.0549, 0.0059, 0.0462, 0.1206, 0.1497, 0.0648, 0.0437, 0.1223, 0.0853, 0.1157, 0.0499], "total_charge": 2, "e_homo_ev": [-14.18, -14.15], "gap_ev": [7.4, 7.4]}

***

No. 2
{"formula": "C20H28AlN2Si", "method": "wB97M-V/def2-TZVPD", "species": ["Si", "Al", "N", "N", "C", "C", "C", "C", "C", "C", "C", "C", "C", "C", "C", "C", "C", "C", "C", "C", "C", "C", "C", "C", "H", "H", "H", "H", "H", "H", "H", "H", "H", "H", "H", "H", "H", "H", "H", "H", "H", "H", "H", "H", "H", "H", "H", "H", "H", "H", "H", "H"], "positions_angstrom": [[-1.697, 1.599, -0.880], [1.165, -2.206, 0.665], [0.471, -2.266, 2.547], [2.418, -3.571, 1.503], [-0.990, 3.312, -2.921], [0.606, -2.970, -1.935], [-0.749, -2.608, -1.677], [-1.575, 2.824, 0.572], [0.105, -0.449, 0.264], [-0.513, 4.284, 2.239], [1.188, 1.890, -3.974], [-2.831, 4.606, 1.736], [-2.753, 3.601, 0.766], [-0.385, 3.681, -4.124], [1.009, -3.780, -0.822], [-1.196, -3.124, -0.458], [-0.071, -3.809, 0.177], [-0.422, 3.267, 1.271], [1.187, -3.176, 3.512], [1.897, -4.243, 2.743], [-1.707, 4.946, 2.495], [0.572, 1.481, -2.789], [0.697, 2.996, -4.680], [-0.550, 2.158, -2.236], [0.474, -1.306, 2.887], [1.026, 0.639, -2.279], [0.578, 2.855, 1.088], [1.781, -4.560, -0.880], [-0.190, -4.626, 0.900], [-0.893, -0.669, 0.781], [-0.513, -2.538, 2.517], [-1.755, 5.745, 3.233], [-2.183, -3.015, -0.024], [-3.629, 3.395, 0.155], [0.497, -3.573, 4.252], [1.234, -5.076, 2.475], [0.349, 4.544, 2.839], [0.303, -0.650, -0.888], [-1.345, -1.999, -2.345], [1.907, -2.570, 4.043], [1.212, 3.356, -5.567], [2.241, -1.206, 0.068], [-3.743, 5.181, 1.895], [0.541, 0.651, 0.760], [-3.015, 1.964, -1.489], [-1.866, 3.888, -2.621], [2.707, -4.637, 3.383], [2.084, 1.346, -4.302], [2.864, -4.241, 0.858], [3.189, -2.979, 1.798], [1.102, -2.903, -2.917], [-0.830, 4.542, -4.611]], "lowdin_charge": [0.9961, 0.0388, 0.0438, 0.0157, -0.1142, -0.0888, -0.1632, -0.3174, -0.2064, -0.0820, -0.0752, -0.0732, -0.1246, -0.0783, -0.2010, -0.1060, -0.2057, -0.0967, -0.1604, -0.1755, -0.0706, -0.0971, -0.0594, -0.3307, 0.1232, 0.0764, 0.0962, 0.1198, 0.1170, 0.0126, 0.1300, 0.1133, 0.1065, 0.0808, 0.1319, 0.1209, 0.1044, 0.0158, 0.1026, 0.1251, 0.1108, 0.0108, 0.1106, 0.0916, 0.0098, 0.1030, 0.1353, 0.1129, 0.1283, 0.1128, 0.1220, 0.1076], "total_charge": 1, "e_homo_ev": -10.54, "gap_ev": 6.0}

***

No. 3
{"formula": "C20H28CdNO3", "method": "wB97M-V/def2-TZVPD", "species": ["Cd", "O", "O", "O", "N", "C", "C", "C", "C", "C", "C", "C", "C", "C", "C", "C", "C", "C", "C", "C", "C", "C", "C", "C", "C", "H", "H", "H", "H", "H", "H", "H", "H", "H", "H", "H", "H", "H", "H", "H", "H", "H", "H", "H", "H", "H", "H", "H", "H", "H", "H", "H", "H"], "positions_angstrom": [[0.502, -0.873, 2.764], [-0.055, -0.136, 0.359], [0.732, -1.463, -4.473], [0.157, 0.361, 7.734], [-0.282, -0.507, 5.543], [1.399, -2.477, -5.269], [2.264, 0.510, 2.788], [-1.479, -1.548, 3.587], [-1.675, -0.652, 4.810], [-1.965, -0.878, 2.452], [-2.067, 0.160, -1.007], [-0.066, -0.047, 6.644], [-2.152, 0.617, 4.182], [0.193, -0.477, -5.382], [-0.703, 0.710, -0.652], [0.444, -0.918, -6.836], [0.965, -0.517, -0.621], [0.371, 0.363, -1.704], [1.178, 1.876, 4.319], [1.581, -1.950, -6.706], [1.041, 2.463, 3.033], [-0.769, 2.158, -0.224], [-2.333, 0.464, 2.832], [1.934, 0.689, 4.196], [1.735, 1.668, 2.096], [0.700, -0.072, -7.475], [0.772, -3.389, -5.294], [-2.014, -0.925, -1.159], [-2.382, -1.060, 5.560], [1.006, 1.201, -1.998], [2.312, 0.070, 5.015], [0.685, 0.495, -5.184], [-2.430, 0.648, -1.922], [-0.880, -0.344, -5.155], [0.800, 2.321, 5.240], [2.350, -2.742, -4.783], [0.918, -1.590, -0.835], [-1.293, 2.729, -1.002], [-1.351, -2.623, 3.709], [-1.339, 2.254, 0.710], [1.519, -2.745, -7.450], [-2.769, 1.192, 2.142], [-2.195, -1.334, 1.488], [3.016, -0.183, 2.399], [0.536, 3.407, 2.813], [1.957, -0.205, -0.281], [0.025, -0.204, -2.570], [2.550, -1.443, -6.796], [0.231, 2.579, -0.076], [-2.384, 1.484, 4.797], [-0.458, -1.409, -7.221], [-2.775, 0.366, -0.196], [1.940, 1.928, 1.058]], "lowdin_charge": [1.2611, -0.2441, -0.1640, 0.0771, 0.0957, -0.1903, -0.3684, -0.3511, -0.3322, -0.2968, -0.0322, -0.3964, -0.1357, -0.2059, -0.5581, -0.1674, -0.1793, -0.0834, -0.1920, -0.1680, -0.1737, -0.0234, -0.1779, -0.2720, -0.2255, 0.1051, 0.1161, 0.0933, 0.1193, 0.1139, 0.0757, 0.1171, 0.0852, 0.1172, 0.0814, 0.1174, 0.0996, 0.0857, 0.0416, 0.0748, 0.1044, 0.0757, 0.0640, 0.0505, 0.0767, 0.1010, 0.0840, 0.1081, 0.0695, 0.0819, 0.1069, 0.0721, 0.0658], "total_charge": -1, "e_homo_ev": [-1.34, -0.02], "gap_ev": [3.6, 2.3]}

***

No. 4
{"formula": "C20H28ClFN9O3", "method": "wB97M-V/def2-TZVPD", "species": ["Cl", "F", "O", "O", "O", "N", "N", "N", "N", "N", "N", "N", "N", "N", "C", "C", "C", "C", "C", "C", "C", "C", "C", "C", "C", "C", "C", "C", "C", "C", "C", "C", "C", "C", "H", "H", "H", "H", "H", "H", "H", "H", "H", "H", "H", "H", "H", "H", "H", "H", "H", "H", "H", "H", "H", "H", "H", "H", "H", "H", "H", "H"], "positions_angstrom": [[1.675, 0.070, -0.173], [1.821, 3.246, -4.347], [-0.802, 1.614, -4.891], [1.600, 2.649, -0.399], [0.885, 0.157, -4.748], [-6.506, 0.113, -4.417], [-6.753, -5.660, -5.265], [4.647, 1.577, -4.159], [-0.206, -3.060, 5.161], [-1.244, 0.483, 1.113], [-2.709, 1.992, -2.379], [4.550, -2.393, 8.214], [0.061, 3.148, -2.858], [2.824, -1.309, 3.160], [4.880, -1.330, 8.497], [-0.639, -2.708, 6.164], [-5.493, 0.499, -4.802], [3.089, -1.781, 4.173], [1.074, 2.353, -3.518], [-0.595, -0.573, 3.407], [-1.192, -2.260, 7.439], [-4.208, 0.989, -5.290], [3.427, -2.379, 5.463], [-6.024, -3.228, -4.660], [-3.704, 4.386, -2.099], [-3.149, 3.046, -2.255], [1.779, 1.675, -1.055], [0.315, 1.285, -4.459], [5.299, 0.022, 8.855], [-0.959, 0.015, 2.122], [-6.432, -4.589, -4.999], [4.789, 0.587, -4.720], [2.127, 1.657, -2.570], [4.957, -0.677, -5.428], [5.369, 0.145, 9.936], [-1.330, -1.178, 7.455], [-0.983, 0.018, 4.240], [-4.770, 4.352, -1.870], [3.036, -1.789, 6.290], [-0.537, -2.519, 8.271], [-5.977, -3.080, -3.581], [-3.583, 4.975, -3.009], [0.487, -0.635, 3.526], [3.015, -3.384, 5.558], [-0.991, -1.582, 3.513], [4.542, -1.510, -4.859], [2.350, 0.598, -2.869], [4.505, -2.455, 5.599], [6.277, 0.260, 8.434], [-3.427, 0.898, -4.531], [-4.262, 2.040, -5.573], [-3.212, 4.929, -1.290], [4.453, -0.661, -6.395], [0.416, 4.030, -2.496], [-5.038, -2.994, -5.064], [-2.164, -2.716, 7.634], [-6.722, -2.490, -5.058], [6.011, -0.896, -5.610], [-3.873, 0.433, -6.166], [3.106, 2.198, -2.672], [4.594, 0.769, 8.485], [-0.478, 2.624, -2.176]], "lowdin_charge": [0.5539, -0.0230, -0.0648, 0.0135, -0.1226, 0.1077, 0.1052, 0.1584, 0.1594, 0.1259, 0.1748, 0.1429, 0.0871, 0.1479, -0.2589, -0.2543, -0.2771, -0.2661, -0.4048, -0.1006, -0.0666, -0.0738, -0.1105, -0.0906, -0.0709, -0.2535, -0.7286, -0.6102, -0.0658, -0.2934, -0.2889, -0.2445, -0.1019, -0.0687, 0.0820, 0.0810, 0.0723, 0.0747, 0.0493, 0.0811, 0.0833, 0.0802, 0.0348, 0.0788, 0.0428, 0.0841, 0.0902, 0.0634, 0.0845, 0.0483, 0.0838, 0.0781, 0.0839, 0.0825, 0.0832, 0.0829, 0.0568, 0.0724, 0.0845, 0.0896, 0.0844, 0.0507], "total_charge": -1, "e_homo_ev": -4.18, "gap_ev": 5.5}

***

no.,electronic energy (eV)
1,-55478.258
2,-38639.554
3,-33385.208
4,-55986.283